Entry 1:
{"formula": "C7H12NO2", "method": "ωB97M-V/def2-TZVPD", "e_above_lowest_kj_mol": 182.1, "charge": 1, "multiplicity": 1, "total_energy_ha": -478.86298, "symbols": ["C", "C", "C", "C", "C", "C", "C", "N", "O", "O", "H", "H", "H", "H", "H", "H", "H", "H", "H", "H", "H", "H"], "coordinates": [[1.5810, 1.8730, -0.1086], [2.6794, 0.8809, 0.0397], [0.2496, 1.2911, 0.2378], [2.4849, -0.3955, 0.3101], [0.0614, 0.0074, 0.4930], [0.9015, -1.9634, -0.6460], [-4.8844, 0.2780, -0.2135], [1.1548, -0.9863, 0.4435], [-1.0648, -0.6401, 0.8368], [-3.7211, 0.0739, -0.0071], [1.7831, 2.7431, 0.5224], [3.6887, 1.2479, -0.0778], [-0.5911, 1.9646, 0.2891], [3.2831, -1.1148, 0.4139], [1.6759, -2.7283, -0.6479], [-0.0709, -2.4291, -0.4965], [0.9125, -1.4404, -1.6015], [-5.5463, -0.4932, -0.6350], [1.5722, 2.2495, -1.1379], [-5.3627, 1.2437, 0.0037], [1.1000, -1.5108, 1.3311], [-1.8869, -0.1512, 0.6507]]}


Entry 2:
{"formula": "C7H12NS", "method": "ωB97M-V/def2-TZVPD", "e_above_lowest_kj_mol": 386.2, "charge": 1, "multiplicity": 1, "total_energy_ha": -726.42887, "symbols": ["C", "C", "C", "C", "C", "C", "C", "N", "S", "H", "H", "H", "H", "H", "H", "H", "H", "H", "H", "H", "H"], "coordinates": [[-1.4099, -0.9578, -0.6081], [-0.1873, -1.4630, -0.5657], [-1.8058, 0.3194, -0.0583], [-1.3951, 0.8574, 1.0900], [1.6418, 0.3751, -1.0398], [0.4522, -2.8448, -0.9365], [-1.8463, 2.1413, 1.7591], [3.0328, 0.9285, -0.7326], [1.2231, -0.6117, 0.2555], [-2.1725, -1.4879, -1.0802], [-2.4783, 0.8191, -0.8419], [-0.8419, 0.2564, 1.7777], [1.0476, -3.0262, 0.0050], [1.2486, -2.6591, -1.6349], [-0.2293, -3.6499, -1.0629], [-2.0873, 2.2920, 2.8550], [-2.8568, 2.3667, 1.2741], [-1.2287, 3.0106, 1.4018], [3.5291, 1.1986, -1.4772], [3.6200, 0.3174, -0.1127], [2.7440, 1.8179, -0.2674]]}


For the records above, the corresponding largest force on an atom values read 1.0, 5.8 eV Å⁻¹.
For the records above, the corresponding gap between HOMO and LUMO values read 10.586, 7.519 eV.